Density functional theory data (ωB97M-V/def2-TZVPD) for C29H46N4O7S in the gas phase at a distorted geometry.

Atoms and positions in Å:
C: -10.2709 -4.5609 1.8797
C: -8.8738 -4.0137 2.6009
O: -8.3356 -2.8064 1.9545
C: -7.1723 -3.1139 1.0922
C: -5.7340 -2.7437 1.8460
O: -4.8260 -1.9476 0.9810
C: -3.9793 -1.1519 1.8906
C: -2.8594 -0.3091 0.9800
O: -1.6440 -1.1383 0.6982
C: -1.2070 -0.6336 -0.6474
C: 0.2740 -1.2265 -0.9808
N: 1.3433 -0.9579 0.0514
C: 1.1971 0.3643 0.7565
C: 2.5131 0.4764 1.7843
C: 3.4646 1.7763 1.4820
C: 3.1738 2.8640 2.7128
C: 4.3993 3.9542 2.6894
C: 4.0476 5.3457 3.4920
O: 2.6627 5.4295 3.9875
C: 2.0989 6.7849 3.8061
C: 1.6466 7.7629 5.0565
O: 1.8811 7.2777 2.5603
O: 0.1122 -2.7216 -0.9837
C: 0.7206 -3.2878 0.2517
N: 0.8584 -3.7770 1.4638
C: 0.8215 -0.8972 -2.5317
C: -0.3971 -1.1234 -3.5835
C: -0.0512 -1.0972 -5.1720
C: 0.6585 0.2553 -5.7510
C: 0.7321 -2.4672 -5.7294
N: 1.4274 0.4745 -2.4726
C: 0.5266 1.4925 -2.6056
S: -0.7258 2.6567 -2.6811
O: 1.7979 -2.0039 -2.7523
C: 3.0271 -1.5575 -3.3995
C: 4.2386 -1.1094 -2.3586
C: 4.7851 0.4278 -2.1458
C: 5.9452 0.9010 -1.1067
N: 6.6063 -0.0996 -0.2221
C: 6.1675 -1.5133 -0.3915
C: 5.0400 -2.1847 -1.3578
H: -10.1680 -5.6966 1.5337
H: -11.1792 -4.4541 2.6210
H: -10.5408 -3.9138 0.9307
H: -9.1839 -3.7521 3.7196
H: -8.0921 -4.8893 2.6664
H: -7.1806 -4.2650 0.7812
H: -7.3061 -2.4723 0.1069
H: -5.1827 -3.7655 2.1191
H: -6.0409 -2.1333 2.8245
H: -3.3166 -1.8202 2.6248
H: -4.6227 -0.3606 2.4905
H: -2.6074 0.6861 1.5603
H: -3.4325 0.0109 0.0052
H: -2.0689 -0.9801 -1.3767
H: -1.2616 0.5589 -0.6477
H: 2.3038 -1.0230 -0.3508
H: 0.2615 0.4726 1.4497
H: 1.2596 1.3138 0.0760
H: 3.1859 -0.4890 1.6824
H: 2.1040 0.4878 2.9001
H: 4.5942 1.4246 1.6393
H: 3.3391 2.2401 0.4150
H: 3.2246 2.3033 3.7581
H: 2.1057 3.3125 2.5413
H: 5.3189 3.4529 3.2254
H: 4.6854 4.1841 1.5777
H: 4.2665 6.2299 2.7229
H: 4.7480 5.4798 4.4448
H: 0.7135 8.3836 4.6639
H: 1.2857 7.1400 5.9844
H: 2.4804 8.5677 5.3312
H: -1.3355 -0.4013 -3.4272
H: -0.8380 -2.2110 -3.3576
H: -1.1093 -1.1531 -5.7280
H: 1.1626 -0.0163 -6.7983
H: 1.5073 0.7135 -5.0956
H: -0.1685 1.0665 -6.0054
H: 0.5279 -3.3636 -4.9826
H: 1.8849 -2.3077 -5.8535
H: 0.2287 -2.7636 -6.7593
H: 3.4669 -2.5193 -3.9581
H: 2.8728 -0.7701 -4.2796
H: 4.2722 1.2789 -2.7996
H: 6.2104 2.0636 -1.0544
H: 6.7419 -2.2999 0.3027
H: 4.7921 -3.3513 -1.3684

- HOMO energy: -9.00 eV
- Gap between HOMO and LUMO: 7.80 eV
- Charge: 0
- SMILES string: CCOCCOCCOC[C@@](NCCCCCCOC(C)=O)(OC#N)[C@@](CC(C)C)(N=C=S)OCc1ccncc1

Density functional theory data (ωB97M-V/def2-TZVPD) for a molecular structure, C26H51BiN6O5Se2Te2 at a distorted geometry.

Atoms and positions in Å:
Bi: -16.3186 -6.8079 8.7962
C: -11.2726 -10.6134 8.3428
C: -11.8494 -10.6094 6.9069
C: -11.0540 -9.5439 6.0690
C: -11.6413 -8.1084 5.7211
C: -11.7564 -7.2116 6.9520
C: -10.6578 -7.4323 4.7803
N: -12.9879 -8.2237 4.9934
C: -13.1526 -7.4228 3.7343
C: -14.5115 -7.6538 3.0006
N: -15.6294 -7.7609 3.9326
C: -15.9932 -6.4160 4.5049
C: -15.2939 -5.9487 5.8448
O: -14.7933 -4.8193 5.9635
O: -15.2885 -6.8472 6.8160
C: -16.8474 -8.5394 3.4475
C: -17.5972 -7.8502 2.3149
C: -16.5779 -9.9989 2.9989
C: -17.0656 -11.1612 3.8880
C: -17.2529 -12.4352 2.9733
C: -18.4382 -10.8444 4.4942
N: -16.1501 -11.4651 5.0005
C: -14.7269 -11.6105 4.9007
C: -13.9417 -11.8049 6.1961
N: -13.3286 -10.6097 6.8192
C: -14.0274 -10.0224 7.9872
C: -15.5235 -10.1094 8.0423
O: -16.0854 -11.1875 7.9142
O: -16.2258 -9.0423 8.2426
H: -10.1716 -10.6961 8.3096
H: -11.6012 -11.4908 8.9092
H: -11.4330 -9.6797 8.8416
H: -11.6040 -11.5943 6.4941
H: -10.6976 -10.0550 5.1494
H: -10.1486 -9.3403 6.6483
H: -10.7468 -7.0802 7.4070
H: -12.3325 -7.7114 7.7445
H: -12.1349 -6.1932 6.7367
H: -9.7088 -7.3101 5.3849
H: -10.9909 -6.4247 4.4131
H: -10.3977 -8.1039 3.9338
H: -13.1588 -9.2116 4.7891
H: -13.7421 -7.9073 5.6436
H: -12.3666 -7.7302 3.0460
H: -12.9724 -6.3834 3.9885
H: -14.3635 -8.5014 2.3388
H: -14.7057 -6.7522 2.3718
H: -17.0284 -6.4737 4.8073
H: -15.8676 -5.6205 3.7558
H: -17.4562 -8.4545 4.3440
H: -17.0243 -7.7900 1.3912
H: -17.9307 -6.8460 2.5101
H: -18.4872 -8.4233 2.0353
H: -15.4997 -10.2020 2.7782
H: -17.0708 -10.1688 2.0274
H: -18.0135 -12.3029 2.1976
H: -17.4809 -13.3119 3.6094
H: -16.2978 -12.6211 2.4370
H: -19.0504 -10.3950 3.6766
H: -18.3478 -10.0965 5.3085
H: -18.9158 -11.7285 4.9519
H: -16.5462 -11.2651 5.9273
H: -14.3144 -10.7661 4.2314
H: -14.5305 -12.5343 4.3408
H: -13.1488 -12.5165 5.8849
H: -14.5622 -12.3498 6.9092
H: -13.6317 -8.9890 7.9814
H: -13.6878 -10.5087 8.9408
Se: -16.6236 -4.0203 9.8916
Te: -19.0167 -4.7164 9.9803
Te: -19.4790 -4.9069 7.3247
Se: -18.9751 -7.2588 7.0453
C: -16.0933 -8.1296 12.0140
N: -14.9557 -7.3095 12.4178
C: -14.7353 -7.0795 13.8705
C: -13.4514 -6.2996 14.1036
C: -13.2773 -5.2121 13.0594
N: -13.2775 -5.8077 11.7084
C: -12.3534 -5.2289 10.7550
C: -14.2751 -6.6667 11.4133
O: -14.4786 -7.0285 10.1795
H: -15.7936 -8.8242 11.2098
H: -16.4406 -8.7025 12.8837
H: -16.9105 -7.4768 11.6618
H: -14.6698 -8.0709 14.3718
H: -15.6282 -6.5439 14.2558
H: -12.5808 -6.9758 14.0708
H: -13.5098 -5.8780 15.1099
H: -12.2461 -4.7282 13.1958
H: -14.0543 -4.3966 13.1063
H: -11.3827 -5.1151 11.2098
H: -12.6792 -4.2039 10.5332
H: -12.4018 -5.8030 9.8515

- HOMO energy: -5.98 eV
- Gap between HOMO and LUMO: 6.01 eV
- Charge: 0

Density functional theory data (ωB97M-V/def2-TZVPD) for a molecular structure, C4H10O2 at a distorted geometry.

Atoms and positions in Å:
C: 1.6517 1.2762 -0.3451
C: 0.5561 0.3923 0.2345
O: -0.1022 1.1218 1.2459
C: -0.4401 -0.0601 -0.8462
C: -1.4224 -1.0801 -0.3560
O: -2.0118 -0.8269 0.9036
H: 2.3183 1.6173 0.4535
H: 2.2469 0.7318 -1.0880
H: 1.2140 2.1604 -0.8227
H: 1.0293 -0.5184 0.6561
H: -0.9016 0.6077 1.4617
H: 0.0664 -0.5253 -1.7001
H: -0.9926 0.8160 -1.2046
H: -0.7272 -2.1388 -0.1287
H: -2.1546 -1.4426 -1.0788
H: -1.4181 -1.7472 0.8319

- HOMO energy: -10.06 eV
- Gap between HOMO and LUMO: 10.77 eV
- Charge: 0

Density functional theory data (ωB97M-V/def2-TZVPD) for 2 unconnected molecules or ions with the total composition C5H11NO at a distorted geometry.

Atoms and positions in Å:
C: 1.5208 1.3537 0.6317
C: 1.3402 0.5800 -0.4211
C: -0.1167 0.5450 -1.1670
N: 2.2666 -0.2681 -0.9816
H: 0.6687 1.8183 1.1174
H: 2.4684 1.3905 1.1461
H: 0.1177 1.0800 -2.0894
H: -0.8852 1.1868 -0.7494
H: -0.3533 -0.4755 -1.4627
H: 3.2158 0.1018 -1.0309
H: 2.0300 -0.7381 -1.8520
C: -2.2495 -1.1942 0.6482
C: -1.0629 -0.5560 1.3152
O: -1.0713 0.5530 1.8077
H: -2.8228 -1.7142 1.4175
H: -2.8831 -0.4454 0.1848
H: -1.9229 -1.9450 -0.0769
H: -0.2603 -1.2727 1.5624

- HOMO energy: -8.07 eV
- Gap between HOMO and LUMO: 9.05 eV
- Charge: 0
- SMILES string: C=C(C)N.CC=O

Density functional theory data (ωB97M-V/def2-TZVPD) for 8 unconnected molecules or ions with the total composition C13H23Cl19 at a distorted geometry.

Atoms and positions in Å:
Cl: -5.3284 1.2293 -4.3818
C: -3.8718 0.1829 -4.2504
Cl: -3.5647 -0.1104 -2.5132
Cl: -2.3976 0.9463 -4.9338
H: -3.9769 -0.7527 -4.7968
Cl: 3.0347 1.0822 7.1391
C: 1.5210 1.4088 6.3602
Cl: 1.7927 2.5161 4.9906
Cl: 0.4018 2.1705 7.4808
H: 1.1316 0.4924 5.8416
Cl: 3.5624 3.0220 -2.5144
C: 2.9534 1.7273 -3.5963
Cl: 4.2288 1.1799 -4.6588
Cl: 1.5466 2.3135 -4.5098
H: 2.6484 0.9459 -2.9704
Cl: 4.4779 -2.0415 -0.7545
C: 3.9252 -0.3540 -0.8632
C: 3.6902 0.3313 0.5296
Cl: 2.6205 -0.6383 1.6033
H: 2.9973 -0.4743 -1.3796
H: 4.7032 0.1743 -1.4026
H: 3.1122 1.2293 0.4203
H: 4.6190 0.4896 0.9910
Cl: -3.1029 -0.9557 5.9121
C: -3.6242 0.3787 4.7186
C: -2.5890 1.4976 4.8858
Cl: -2.9572 2.7814 3.7228
H: -4.6436 0.5385 5.0140
H: -3.5698 -0.1709 3.7859
H: -1.5592 1.1604 4.7454
H: -2.4832 1.8161 5.9313
Cl: -1.0570 -2.1952 -6.8001
C: 0.6662 -2.3224 -6.0462
C: 0.6464 -1.5718 -4.7484
Cl: 2.1629 -1.8073 -3.8331
H: 1.2342 -1.7535 -6.7515
H: 0.9417 -3.3491 -5.9188
H: -0.1923 -1.9594 -4.0999
H: 0.4709 -0.5206 -4.8955
Cl: 0.3042 0.5608 -1.5629
C: -0.7576 1.8009 -0.8947
C: -1.2769 1.4682 0.4157
Cl: -0.1039 1.4531 1.7744
H: -1.5576 1.9409 -1.6482
H: -0.1388 2.7312 -0.8435
H: -1.6741 0.5114 0.3784
H: -2.0419 2.2257 0.7104
Cl: -0.3326 -2.7207 3.8682
C: -1.1959 -2.2956 2.3711
C: -0.6503 -3.1602 1.2322
Cl: -0.8010 -2.2257 -0.2817
H: -0.9744 -1.2066 2.1391
H: -2.2680 -2.3725 2.4942
H: -1.1381 -4.1031 1.1297
H: 0.4357 -3.2450 1.2642

- HOMO energy: -10.43 eV
- Gap between HOMO and LUMO: 10.68 eV
- Charge: 0
- SMILES string: ClC(Cl)Cl.ClC(Cl)Cl.ClC(Cl)Cl.ClCCCl.ClCCCl.ClCCCl.ClCCCl.ClCCCl

Density functional theory data (ωB97M-V/def2-TZVPD) for a molecular structure, C8H13Cl2GaGdN3O3 at a distorted geometry.

Atoms and positions in Å:
Ga: -0.5423 -0.4644 -3.0471
Gd: -0.0044 -0.2997 0.1210
Cl: -1.4469 -2.0818 -1.1986
Cl: -1.2347 1.5676 -1.6139
C: 1.1167 1.6564 0.8139
C: -0.1028 -2.0137 -3.9230
C: -0.0210 0.6872 -4.3566
O: 1.6949 2.5299 1.2552
O: 0.2220 -2.9405 -4.5451
O: 0.3554 1.3454 -5.2362
C: -3.5113 -0.7769 3.6561
N: -2.0971 -0.8372 3.9693
C: -1.7179 -1.2158 5.3273
C: -1.1816 -0.6974 2.9826
N: -1.5523 -0.4948 1.7067
N: 0.1919 -0.7515 3.2162
C: 0.8761 -0.0265 4.2738
C: 1.1020 -1.4655 2.2933
H: -4.1011 -0.9455 4.5563
H: -3.8229 -1.5396 2.9256
H: -3.7908 0.2132 3.2695
H: -1.0793 -2.1096 5.3333
H: -1.2091 -0.3885 5.8321
H: -2.6205 -1.4430 5.8975
H: -2.5372 -0.4873 1.5027
H: 1.3167 -0.7390 4.9845
H: 1.6965 0.5906 3.8693
H: 0.1847 0.6439 4.7875
H: 0.5532 -2.0205 1.4861
H: 1.8971 -0.8146 1.8533
H: 1.6492 -2.2530 2.8379

- HOMO energy (alpha / beta): -21.74 / -21.54 eV
- Gap between HOMO and LUMO (alpha / beta): 3.51 / 3.32 eV
- Charge: +4
- Multiplicity: 8